No. 1
81
Properties=species:S:1:pos:R:3 method="wB97M-V/def2-TZVPD" de_lowest_kj_mol=180.1 total_charge=+1 e_homo_ha=-0.4003 max_force_ev_per_a=7.7 spin_multiplicity=1
Al -28.30 14.39 -18.72
N -28.63 13.68 -21.43
S -27.73 12.71 -22.20
O -27.03 13.18 -23.38
O -28.00 11.30 -22.20
F -26.59 12.67 -21.10
S -29.95 13.58 -22.57
O -30.18 12.47 -23.49
O -30.19 14.94 -22.99
F -30.97 13.33 -21.36
F -25.58 14.63 -19.19
O -27.43 16.87 -17.52
P -26.90 18.23 -17.25
N -27.92 19.45 -17.86
C -27.97 20.81 -17.28
C -29.27 19.12 -18.18
N -25.37 18.64 -17.86
C -24.20 17.74 -17.65
C -25.22 19.52 -19.06
N -26.83 18.53 -15.60
C -27.82 17.95 -14.71
C -25.77 19.38 -14.99
H -28.63 20.86 -16.41
H -28.38 21.48 -18.03
H -26.98 21.12 -16.97
H -29.76 19.80 -18.89
H -29.90 19.12 -17.28
H -29.25 18.14 -18.67
H -24.35 17.38 -16.63
H -24.14 16.83 -18.25
H -23.26 18.26 -17.79
H -25.62 20.47 -18.71
H -24.15 19.61 -19.23
H -25.70 19.07 -19.92
H -27.35 17.08 -14.25
H -28.13 18.63 -13.92
H -28.74 17.68 -15.24
H -24.85 19.04 -15.45
H -25.60 19.25 -13.92
H -25.96 20.41 -15.31
O -27.55 11.76 -18.58
P -26.94 10.51 -18.07
N -27.31 9.13 -18.93
C -27.57 9.21 -20.35
C -27.24 7.78 -18.39
N -27.25 10.16 -16.43
C -28.64 9.81 -16.04
C -26.54 10.93 -15.43
N -25.21 10.58 -18.20
C -24.39 9.40 -17.95
C -24.58 11.48 -19.13
H -27.04 10.06 -20.78
H -28.65 9.22 -20.49
H -27.12 8.36 -20.86
H -27.34 6.95 -19.07
H -27.86 7.69 -17.49
H -26.31 7.57 -17.85
H -28.77 9.87 -14.97
H -29.31 10.53 -16.53
H -28.83 8.82 -16.43
H -25.54 11.20 -15.76
H -27.15 11.82 -15.27
H -26.41 10.45 -14.46
H -23.43 9.70 -17.53
H -24.94 8.77 -17.25
H -24.15 8.80 -18.83
H -25.25 12.30 -19.39
H -24.38 11.00 -20.10
H -23.69 11.99 -18.77
C -26.14 16.05 -22.49
O -26.61 17.39 -22.31
C -27.39 17.67 -21.25
O -27.66 16.87 -20.39
O -27.77 18.91 -21.26
C -27.43 19.83 -22.29
H -25.06 16.07 -22.64
H -26.67 15.71 -23.37
H -26.32 15.31 -21.72
H -27.83 19.48 -23.24
H -26.36 19.90 -22.44
H -27.81 20.83 -22.08

=====

No. 2
38
Properties=species:S:1:pos:R:3 method="wB97M-V/def2-TZVPD" de_lowest_kj_mol=316.0 total_charge=+1 e_homo_ha=-0.4881 max_force_ev_per_a=8.5 spin_multiplicity=1
N -0.04 0.36 0.25
H -0.07 -0.41 -0.29
H 0.18 1.21 -0.41
H 0.73 0.62 0.79
H -0.85 0.45 0.85
O 3.55 -0.95 0.49
H 3.15 -1.82 0.73
H 3.30 -0.38 1.24
O 2.70 0.87 -1.16
H 3.41 0.34 -0.79
H 2.41 0.48 -1.92
O -3.28 -0.10 2.15
H -3.12 0.61 2.86
H -3.62 -0.99 2.67
O 1.68 -2.82 -0.64
H 1.76 -2.61 -1.59
H 0.87 -3.26 -0.52
O 0.70 -0.62 -3.07
H 1.31 -1.31 -3.31
H -0.01 -1.10 -3.01
O 2.47 -0.08 2.75
H 1.72 -0.28 3.39
H 3.00 0.67 3.18
O 0.80 3.85 0.14
H 1.41 3.51 0.89
H 1.40 3.92 -0.55
O -1.95 -1.36 -1.84
H -2.68 -0.62 -1.69
H -2.56 -2.31 -1.96
O -0.89 -2.53 1.56
H -0.76 -3.38 1.25
H -1.79 -2.73 2.03
O -1.69 2.94 -1.17
H -2.04 3.69 -1.66
H -0.97 3.21 -0.56
O -3.35 0.67 -0.59
H -3.65 0.55 0.30
H -3.22 1.70 -0.77